This record from the OMol25 dataset describes C5H10O2 as an isolated structure. The level of theory is ωB97M-V/def2-TZVPD.

Output
- orbital gap (eV) = 9.8608
- charge = 0
- HOMO energy (eV) = -9.08
- calculated total energy (Ha) = -346.8597
- lowest unoccupied orbital energy (eV) = 0.780

CARTESIAN COORDINATES (ANGSTROEM)
O: -2.025 0.000 0.345
C: -1.302 0.956 -0.412
C: 0.153 0.556 -0.492
C: 0.428 -0.929 -0.550
C: 1.878 -1.120 -0.931
O: 2.307 -0.243 0.139
C: 0.955 -0.110 0.587
H: -2.968 0.147 0.203
H: -1.415 1.967 0.008
H: -1.681 0.986 -1.446
H: -1.145 0.584 2.326
H: 0.736 1.212 -1.141
H: -0.379 -1.652 -0.539
H: 2.172 -0.732 -1.915
H: 2.260 -2.141 -0.799
H: -0.757 0.642 2.959
H: 0.784 -0.124 1.657

Atoms 1-2, force components in eV/Å:
-0.3 0.0 0.0
0.2 0.2 -0.1

Atomic partial charges in e from the Löwdin method, atoms 1 to 5: O -0.103; C -0.235; C -0.176; C -0.135; C -0.136